# 1
{"formula": "C20H44Cl4O2P2Pr", "method": "wB97M-V/def2-TZVPD", "symbols": ["Pr", "Cl", "P", "C", "C", "C", "C", "H", "C", "H", "H", "H", "H", "H", "H", "H", "C", "C", "H", "H", "H", "H", "H", "H", "C", "H", "C", "H", "H", "H", "H", "H", "H", "Cl", "H", "P", "C", "C", "C", "C", "H", "C", "H", "H", "H", "H", "H", "H", "H", "C", "C", "H", "H", "H", "H", "H", "H", "C", "H", "C", "H", "H", "H", "H", "H", "H", "Cl", "C", "Cl", "C", "O", "O", "H"], "xyz": [[1.1007, 0.2064, -1.2154], [-1.5535, -0.3142, -1.6088], [-0.5364, 2.6866, -2.0438], [-2.1712, 3.4967, -1.6838], [0.7212, 4.0859, -2.0549], [-0.7839, 2.1758, -3.8489], [-2.5467, 3.2940, -0.2066], [-2.8917, 2.9406, -2.3067], [-2.2188, 4.9733, -2.0838], [-1.4632, 5.5625, -1.5510], [-3.2016, 5.3984, -1.8396], [-2.0658, 5.1205, -3.1605], [-2.3453, 2.2602, 0.1117], [-3.6202, 3.4957, -0.0649], [-1.9884, 3.9826, 0.4435], [-1.8256, 1.7935, -3.8508], [0.1579, 1.0169, -4.2520], [-0.7030, 3.3679, -4.8029], [-1.6224, 3.9634, -4.7951], [-0.5674, 3.0049, -5.8285], [0.1401, 4.0284, -4.5757], [1.2198, 1.3240, -4.2824], [-0.1381, 0.6931, -5.2635], [0.0089, 0.1284, -3.6013], [0.8240, 4.6605, -0.6346], [0.3219, 4.8534, -2.7418], [2.1032, 3.6166, -2.5393], [-0.0957, 5.1288, -0.2730], [1.6071, 5.4280, -0.6166], [1.1161, 3.8692, 0.0695], [2.5536, 2.9105, -1.8199], [2.7648, 4.4948, -2.5825], [2.0980, 3.1647, -3.5396], [2.5003, 1.4870, 0.6142], [-0.2137, 0.3913, 0.6847], [-0.3871, -2.4810, 2.3326], [-1.2064, -3.9743, 1.6196], [1.1479, -3.0490, 3.2033], [-1.5950, -1.8045, 3.5519], [-0.9247, -4.0402, 0.1120], [-2.2825, -3.7649, 1.7429], [-0.8637, -5.2759, 2.3285], [0.2135, -5.4786, 2.2912], [-1.3856, -6.0876, 1.8076], [-1.1920, -5.2851, 3.3741], [-1.1345, -3.0704, -0.3575], [-1.5875, -4.7918, -0.3427], [0.1175, -4.3150, -0.1254], [-2.4960, -1.6957, 2.9185], [-1.1771, -0.3926, 4.0103], [-1.9379, -2.7577, 4.6936], [-2.4802, -3.6409, 4.3353], [-2.5947, -2.2429, 5.4076], [-1.0432, -3.0988, 5.2353], [-0.7228, 0.1704, 3.1831], [-0.4782, -0.4080, 4.8587], [-2.0820, 0.1499, 4.3216], [2.2163, -3.4733, 2.1914], [0.8410, -3.9184, 3.8061], [1.7367, -1.9603, 4.0967], [1.9123, -4.3002, 1.5359], [3.1075, -3.8003, 2.7488], [2.5044, -2.6128, 1.5691], [1.9219, -1.0450, 3.5167], [2.7034, -2.3203, 4.4688], [1.1074, -1.7239, 4.9617], [3.0816, -0.8356, -3.1722], [3.5965, -2.1344, -1.8695], [4.3069, -1.3200, -0.4582], [2.3320, -2.8845, -1.3973], [2.3411, -4.1099, -1.4703], [1.3922, -2.0959, -0.9556], [4.3059, -2.8206, -2.3296]], "mulliken_charge": [0.21, -0.49, 0.51, 0.47, 0.44, 0.71, -1.40, 0.40, -1.27, 0.19, 0.44, 0.19, 0.29, 0.46, 0.25, 0.36, -1.26, -1.50, 0.27, 0.47, 0.23, 0.05, 0.47, 0.30, -1.53, 0.51, -1.42, 0.30, 0.45, 0.15, 0.16, 0.52, 0.27, -0.53, 0.05, 0.64, 0.36, 0.44, 0.51, -1.28, 0.44, -1.54, 0.23, 0.46, 0.26, 0.17, 0.50, 0.17, 0.33, -1.52, -1.45, 0.26, 0.48, 0.21, 0.23, 0.26, 0.49, -1.40, 0.50, -1.66, 0.29, 0.53, 0.03, 0.28, 0.50, 0.24, -0.22, -0.14, -0.08, 0.37, -0.67, -0.39, 0.45], "total_charge": -1, "de_lowest_kj_mol": 0.0, "homo_lumo_gap_ev": [5.3, 5.3], "s2": 2.01, "lumo_ha": [0.0866, 0.0867], "spin_multiplicity": 3}

# 2
{"formula": "C22H17BF4IN3O5Sn", "method": "wB97M-V/def2-TZVPD", "symbols": ["Sn", "O", "C", "O", "C", "C", "C", "N", "C", "C", "C", "O", "O", "H", "H", "H", "N", "C", "O", "C", "I", "H", "H", "H", "H", "N", "C", "C", "C", "C", "C", "C", "C", "C", "C", "C", "C", "C", "C", "H", "H", "H", "H", "H", "H", "H", "H", "H", "H", "F", "B", "F", "F", "F"], "xyz": [[-0.2445, 1.2884, -1.1000], [7.4425, 2.3475, -0.5040], [7.0565, 1.2060, -0.6826], [7.3579, 0.0342, -0.7099], [5.3543, 1.3300, -1.0403], [4.8862, 2.5052, -1.5779], [3.5313, 2.5375, -1.8731], [2.7132, 1.5054, -1.6400], [3.2176, 0.3899, -1.1172], [4.5680, 0.2358, -0.7950], [2.2601, -0.7776, -0.8746], [2.7295, -1.8906, -0.7159], [1.0003, -0.4565, -0.9039], [5.5268, 3.3557, -1.7582], [3.0845, 3.4295, -2.2948], [4.9260, -0.7032, -0.4000], [0.6764, 5.2286, 1.0817], [0.7377, 3.8901, 1.1159], [0.8955, 3.2122, 0.0957], [0.6998, 3.2398, 2.4761], [2.6267, 2.4232, 2.9026], [0.4843, 5.6478, 0.1867], [0.3424, 5.7300, 1.8863], [0.0015, 2.4123, 2.4513], [0.4508, 3.9228, 3.2792], [-1.8151, -0.4556, -0.6922], [-2.1389, -1.6105, -0.3137], [-1.1428, -2.4857, 0.3797], [-0.4163, -1.9808, 1.4555], [0.5358, -2.7729, 2.0740], [0.7731, -4.0589, 1.6098], [0.0494, -4.5594, 0.5350], [-0.9164, -3.7780, -0.0795], [-3.5361, -2.1017, -0.5462], [-4.0843, -3.0896, 0.2674], [-5.3890, -3.5107, 0.0534], [-6.1428, -2.9549, -0.9710], [-5.6036, -1.9571, -1.7733], [-4.3060, -1.5261, -1.5599], [-0.6118, -0.9743, 1.8033], [1.1069, -2.3782, 2.9064], [1.5296, -4.6714, 2.0839], [0.2452, -5.5578, 0.1648], [-1.4752, -4.1631, -0.9250], [-3.5002, -3.5177, 1.0711], [-5.8186, -4.2694, 0.6953], [-7.1553, -3.2999, -1.1453], [-6.1980, -1.5076, -2.5586], [-3.8729, -0.7488, -2.1771], [-3.8487, 3.0365, 0.3969], [-2.5271, 3.2131, 0.0372], [-1.6936, 2.2271, 0.7516], [-2.0517, 4.4982, 0.3258], [-2.3208, 2.9112, -1.3572]], "mulliken_charge": [1.36, -0.45, 0.55, -0.45, 0.51, -0.54, -0.53, -0.18, 0.37, -0.41, 0.02, -0.65, -0.44, 0.49, 0.44, 0.56, -0.34, 0.48, -0.38, -0.79, 0.05, 0.26, 0.23, 0.13, 0.52, -0.26, -0.28, 0.77, -0.32, -0.61, -0.44, -0.73, -0.29, 0.56, -0.32, -0.71, -0.40, -0.63, -0.47, 0.51, 0.43, 0.40, 0.39, 0.51, 0.46, 0.39, 0.39, 0.40, 0.41, -0.31, 0.54, -0.38, -0.37, -0.42], "de_lowest_kj_mol": 0.0, "homo_lumo_gap_ev": [7.6, 6.2], "lumo_ha": [-0.0667, -0.1226]}

# 3
{"formula": "C37H26BrLaN8O10Se", "method": "wB97M-V/def2-TZVPD", "symbols": ["La", "O", "C", "O", "C", "C", "C", "C", "C", "C", "N", "C", "C", "C", "C", "C", "C", "N", "H", "H", "H", "H", "H", "H", "H", "H", "H", "H", "C", "C", "O", "N", "C", "C", "C", "C", "C", "C", "N", "H", "H", "H", "H", "H", "H", "H", "H", "H", "H", "O", "C", "C", "O", "C", "C", "O", "C", "O", "O", "Se", "N", "C", "C", "C", "C", "N", "C", "N", "H", "H", "H", "Br", "C", "C", "N", "C", "C", "C", "C", "O", "O", "H", "H", "H"], "xyz": [[0.1707, 0.2612, -0.4783], [-6.5661, 0.6746, 2.6998], [-5.7546, 0.5347, 3.7354], [-6.1551, 0.4238, 4.8650], [-4.2859, 0.5074, 3.4094], [-3.7712, -0.4985, 2.5957], [-2.4398, -0.4753, 2.2391], [-1.6045, 0.5504, 2.6969], [-2.1061, 1.5026, 3.5873], [-3.4440, 1.4833, 3.9270], [-0.3134, 0.6475, 2.1843], [0.6720, 0.9922, 2.9136], [2.0018, 1.1562, 2.3293], [3.1476, 0.9139, 3.0872], [4.3837, 1.0105, 2.4755], [4.4398, 1.4238, 1.1531], [3.2485, 1.6700, 0.4833], [2.0581, 1.5013, 1.0367], [-6.0923, 0.8527, 1.8521], [-4.4199, -1.2797, 2.2233], [-2.0258, -1.2257, 1.5765], [-1.4632, 2.2932, 3.9486], [-3.8614, 2.2349, 4.5782], [0.5816, 1.1269, 3.9988], [3.0635, 0.6252, 4.1232], [5.2831, 0.7905, 3.0303], [5.3827, 1.5477, 0.6442], [3.2455, 2.0218, -0.5411], [-0.2761, 5.0754, -0.5658], [-0.2248, 3.7442, -1.2695], [0.3182, 2.7657, -0.7663], [-0.7476, 3.7281, -2.5054], [-0.8177, 2.5166, -3.3077], [0.5504, 2.1127, -3.7956], [0.9935, 2.5433, -5.0407], [2.2696, 2.2066, -5.4540], [3.0626, 1.4699, -4.5906], [2.5381, 1.0855, -3.3669], [1.3031, 1.3809, -2.9738], [-0.2978, 4.9080, 0.5067], [-1.1496, 5.6451, -0.8619], [0.6195, 5.6450, -0.8092], [-1.1696, 4.5654, -2.8726], [-1.4885, 2.6969, -4.1463], [-1.2103, 1.7043, -2.6911], [0.3426, 3.1266, -5.6734], [2.6357, 2.5141, -6.4216], [4.0654, 1.1887, -4.8666], [3.1298, 0.5076, -2.6695], [-6.1723, -0.3162, -1.5920], [-4.9978, -0.0353, -1.4935], [-4.3563, 0.7455, -0.3795], [-4.9673, 1.2557, 0.5647], [-2.9265, 0.7256, -0.6250], [-2.6537, -0.0791, -1.7727], [-1.4569, -0.3801, -2.1061], [-3.9015, -0.4000, -2.4682], [-4.0456, -0.8105, -3.6073], [-1.9780, 1.2883, 0.0266], [3.9142, -1.7838, -0.0327], [3.3611, -3.3876, -0.4296], [2.3447, -3.2837, -1.2880], [1.5560, -4.3184, -1.8218], [0.5210, -3.9507, -2.6457], [0.2580, -2.5930, -2.9064], [0.9679, -1.5957, -2.4190], [2.0163, -1.9342, -1.6521], [2.7966, -0.9901, -1.1160], [1.7494, -5.3449, -1.5537], [-0.1198, -4.6970, -3.0884], [-0.5826, -2.3047, -3.5230], [3.6689, -4.1282, 5.0161], [2.4950, -4.3316, 3.5460], [2.1838, -5.5922, 3.0530], [1.3860, -5.7612, 2.0183], [0.8802, -4.7034, 1.4118], [1.1540, -3.4015, 1.8173], [1.9718, -3.2151, 2.9262], [0.7645, -2.1734, 1.0620], [-0.2691, -2.0984, 0.3689], [1.5763, -1.2122, 1.1673], [2.6002, -6.4876, 3.4920], [0.2514, -4.8926, 0.5548], [2.1886, -2.2104, 3.2629]], "mulliken_charge": [3.34, -0.54, 0.11, -0.59, 0.58, -0.66, -0.16, -0.06, -0.73, -1.15, 1.32, -0.89, 0.28, -0.76, -0.53, -1.08, -0.13, 0.04, 0.57, 0.47, 0.60, 0.48, 0.45, 0.54, 0.51, 0.45, 0.48, 0.52, -1.71, 0.43, -0.32, 0.03, 0.06, 0.36, -0.93, -0.47, -1.12, -0.36, 0.42, 0.31, 0.46, 0.33, 0.30, 0.78, -0.94, 0.51, 0.41, 0.48, 0.38, -0.61, 0.41, -0.05, -0.92, 1.61, -0.11, -0.49, -0.38, -0.68, -0.92, 0.34, -0.77, 0.48, -0.58, -0.66, -0.57, -0.26, 0.18, 0.09, 0.53, 0.43, 0.58, -0.19, -0.17, -0.17, -0.67, -0.50, -0.11, -0.32, 1.00, -0.85, -0.10, 0.39, 0.70, 0.49], "de_lowest_kj_mol": 29.1, "homo_lumo_gap_ev": 5.4, "lumo_ha": -0.0683}

# 4
{"formula": "C2H7NO2", "method": "wB97M-V/def2-TZVPD", "symbols": ["C", "N", "C", "O", "H", "H", "H", "H", "H", "O", "H", "H"], "xyz": [[-1.6921, -1.5135, 0.5655], [-0.6250, -2.4891, 0.6285], [0.1689, -2.6870, -0.5210], [1.3426, -2.8880, -0.4950], [-1.7119, -0.8305, -0.3258], [-1.5660, -0.6948, 1.2075], [-2.6180, -2.0178, 0.6766], [-0.3767, -3.1164, 1.4159], [-0.5808, -2.5031, -1.3782], [2.5283, 6.5710, -0.8601], [3.2246, 5.8518, -0.8001], [1.9060, 6.3173, -0.1138]], "mulliken_charge": [-0.85, -0.16, 0.11, -0.51, 0.30, 0.32, 0.31, 0.23, 0.26, -0.66, 0.33, 0.33], "de_lowest_kj_mol": 192.2, "homo_lumo_gap_ev": 10.6, "lumo_ha": 0.0350}

# 5
{"formula": "C15H55O15", "method": "wB97M-V/def2-TZVPD", "symbols": ["C", "C", "O", "O", "H", "H", "H", "C", "O", "H", "H", "H", "H", "C", "O", "H", "H", "H", "H", "C", "O", "H", "H", "H", "H", "C", "O", "H", "H", "H", "H", "C", "O", "H", "H", "H", "H", "C", "O", "H", "H", "H", "H", "C", "O", "H", "H", "H", "H", "C", "O", "H", "H", "H", "H", "C", "O", "H", "H", "H", "H", "C", "O", "H", "H", "H", "H", "C", "O", "H", "H", "H", "H", "C", "O", "H", "H", "H", "H", "C", "O", "H", "H", "H", "H"], "xyz": [[-0.2864, -0.4787, -0.4475], [0.5938, 0.4216, 0.4098], [1.6707, 0.7930, -0.1459], [0.2204, 0.7375, 1.5592], [-0.0649, -0.3350, -1.5035], [-1.3439, -0.3352, -0.2203], [-0.0793, -1.5246, -0.2046], [1.2241, -4.2051, 1.1195], [2.2022, -5.2165, 0.8887], [1.3464, -3.4577, 0.3305], [0.2209, -4.6119, 1.2345], [1.5185, -3.6542, 2.0129], [2.0741, -5.6187, 0.0273], [1.1981, 3.0652, -2.9431], [1.6467, 1.7238, -2.9400], [1.0615, 3.3152, -3.9997], [0.2142, 3.1874, -2.4840], [1.9578, 3.7418, -2.5470], [1.6275, 1.3855, -2.0293], [1.0548, -0.2829, 4.6569], [1.1419, -1.1842, 3.5905], [1.9258, 0.3640, 4.8052], [0.1542, 0.3360, 4.5823], [0.9223, -0.8516, 5.5822], [0.9782, -0.7011, 2.7693], [4.4881, -0.0563, -2.0835], [3.2444, -0.7432, -2.0660], [4.3752, 1.0209, -1.9705], [5.0571, -0.4235, -1.2236], [5.0750, -0.2979, -2.9665], [2.6164, -0.3640, -1.4378], [1.5989, 4.0728, 0.8607], [0.6678, 3.5591, 1.7660], [1.8977, 5.0915, 1.1262], [2.5375, 3.5163, 0.7784], [1.1311, 4.1409, -0.1292], [0.6143, 2.5912, 1.6749], [-3.6579, -0.8503, -2.0497], [-2.8525, -0.6686, -3.1965], [-4.6029, -0.3108, -2.1144], [-3.8419, -1.9166, -1.8747], [-3.1457, -0.5761, -1.1204], [-2.5918, -1.5448, -3.4847], [0.1571, -0.4304, -4.9489], [-0.3706, -1.0731, -6.1135], [-0.2771, 0.5693, -4.8942], [-0.1577, -1.0181, -4.0917], [1.2438, -0.3891, -5.0123], [-0.3021, -0.5158, -6.8883], [-2.4914, 2.4511, 3.7908], [-2.1974, 1.0701, 3.7355], [-1.5569, 3.0224, 3.7517], [-3.1146, 2.7961, 2.9623], [-2.9802, 2.6985, 4.7341], [-1.6746, 0.9477, 2.9310], [-1.7027, -2.5563, 2.5401], [-3.0316, -3.0324, 2.7359], [-1.2948, -2.8203, 1.5612], [-1.7112, -1.4614, 2.5834], [-1.0790, -2.8767, 3.3690], [-3.6444, -2.4735, 2.2360], [1.3607, -3.3622, -2.7984], [2.4229, -2.8588, -3.5657], [0.6098, -2.5994, -2.5675], [0.9268, -4.2282, -3.3005], [1.6955, -3.7610, -1.8304], [2.7790, -2.1066, -3.0446], [-4.5304, -0.2145, 1.0994], [-4.7138, -1.6056, 0.9555], [-4.6398, 0.2828, 0.1275], [-5.3084, 0.2281, 1.7343], [-3.5713, 0.0899, 1.5067], [-5.5535, -1.7444, 0.5140], [-2.4283, 2.6678, -0.5452], [-2.2812, 2.0422, 0.7258], [-3.3882, 3.1800, -0.5519], [-1.6740, 3.4572, -0.6456], [-2.2779, 1.9578, -1.3608], [-1.4318, 1.5838, 0.7336], [3.7945, 1.6999, 2.5365], [4.1544, 1.1553, 1.2758], [4.3043, 2.6485, 2.7094], [2.7145, 1.8514, 2.5903], [4.0840, 0.9859, 3.3130], [3.3471, 0.8874, 0.8141]], "mulliken_charge": [1.53, 0.11, -0.22, 0.27, -0.06, -1.13, -0.30, -0.08, -0.58, -0.10, 0.30, 0.19, 0.31, -0.60, -0.43, 0.32, 0.11, 0.27, 0.11, -0.51, -0.55, 0.17, 0.11, 0.30, 0.19, -0.78, -0.45, 0.22, 0.31, 0.31, 0.38, -0.28, -0.56, 0.34, 0.08, 0.04, 0.13, -0.08, -0.47, 0.33, 0.40, -0.40, 0.30, 0.09, -0.58, 0.28, -0.38, 0.26, 0.29, -0.47, -0.53, 0.18, 0.13, 0.35, -0.02, 0.28, -0.63, -0.09, -0.17, 0.31, 0.33, -0.05, -0.56, -0.13, 0.36, -0.05, 0.53, -0.49, -0.57, 0.26, 0.39, 0.17, 0.30, -0.73, -0.21, 0.32, 0.22, 0.21, -0.09, -0.38, -0.55, 0.33, -0.04, 0.27, 0.32], "total_charge": -1, "de_lowest_kj_mol": 36.1, "homo_lumo_gap_ev": 9.6, "lumo_ha": 0.0853}

# 6
{"formula": "C11H20N2O2", "method": "wB97M-V/def2-TZVPD", "symbols": ["C", "C", "C", "C", "C", "N", "C", "N", "C", "O", "C", "H", "H", "H", "H", "H", "H", "H", "H", "H", "H", "H", "H", "H", "C", "C", "C", "O", "H", "H", "H", "H", "H", "H", "H"], "xyz": [[0.4336, -0.2886, -1.2472], [1.2468, -1.3444, -1.1517], [2.4451, -1.3819, -0.2349], [2.2550, -2.5091, 0.7884], [1.0104, -2.2590, 1.6477], [0.6565, -0.8097, 1.7745], [1.8028, 0.1446, 1.7322], [2.5592, 0.1134, 3.0067], [2.2262, 0.9718, 3.8261], [1.8963, 1.6541, 4.6967], [2.6921, -0.0620, 0.5060], [-0.6224, -0.3889, -1.4987], [0.7859, 0.7093, -1.0037], [0.9804, -2.2292, -1.7250], [3.3599, -1.5909, -0.7985], [2.1127, -3.4514, 0.2652], [3.1453, -2.5547, 1.4177], [1.1057, -2.7392, 2.6171], [0.1647, -2.7244, 1.1437], [-0.0230, -0.5301, 1.0516], [0.2112, -0.6904, 2.6860], [1.3566, 1.1349, 1.6360], [2.6253, 0.8109, -0.1345], [3.7242, -0.0883, 0.8564], [-4.3015, 1.3378, -2.8111], [-3.2756, 1.2786, -1.6640], [-2.7944, 2.7172, -1.3806], [-2.2210, 0.4959, -2.0230], [-3.8422, 1.7331, -3.7199], [-4.6915, 0.3411, -3.0264], [-5.1570, 1.9819, -2.5589], [-3.8520, 0.9687, -0.7567], [-2.3044, 3.1410, -2.2600], [-2.0822, 2.7271, -0.5489], [-3.6287, 3.3807, -1.1083]], "mulliken_charge": [-1.08, -0.48, 0.37, -0.95, -0.85, -0.04, 0.22, -0.64, 0.64, -0.35, -1.60, 0.54, 0.33, 0.40, 0.42, 0.45, 0.44, 0.35, 0.49, 0.38, 0.44, 0.51, 0.43, 0.55, -1.44, 0.48, -1.25, -0.86, 0.34, 0.31, 0.40, 0.12, 0.29, 0.22, 0.41], "de_lowest_kj_mol": 665.7, "homo_lumo_gap_ev": 4.6, "lumo_ha": -0.0308}